Entry 1:
The following is a DFT calculation (ωB97M-V with the def2-TZVPD basis set) of a structure of composition C24H73HfN5O11.

Geometry as XYZ:
```
114
Properties=species:S:1:pos:R:3:forces:R:3
H 31.738973 39.782322 24.061268 -0.24 0.59 0.02
H 36.712096 34.472686 27.599099 -0.04 -0.01 0.31
C 32.349479 32.193843 19.905152 -0.42 1.04 -0.20
H 25.901050 37.348695 28.126992 -0.06 0.15 -0.28
O 35.129056 35.800495 25.685049 -0.51 5.05 -2.56
H 24.285983 37.236089 21.240747 0.67 0.67 -0.39
H 31.957076 37.900476 25.786661 -0.08 0.54 -0.63
H 35.653724 33.821644 25.423143 0.60 0.14 0.16
H 32.633492 40.140495 20.229748 -0.14 -0.03 0.47
N 30.884087 39.344852 24.380763 0.41 -1.33 0.76
H 33.177136 31.202325 24.108318 0.06 0.00 -0.01
N 24.712831 36.442554 25.912589 0.70 -0.75 -0.28
C 24.601300 37.515755 22.247901 -0.13 -1.92 1.74
N 33.341081 30.248851 18.899642 0.41 0.12 0.23
H 30.119892 34.445504 25.792705 0.08 0.47 -0.29
C 32.360997 34.352201 23.662925 -0.57 -0.61 0.43
H 33.559961 34.637565 20.689005 -0.07 -0.07 0.15
H 22.725105 38.491775 22.672556 0.04 0.00 -0.07
C 26.175585 36.405646 26.143268 0.20 0.52 1.45
C 28.209801 36.605969 22.008317 -0.59 -0.24 0.82
H 30.066403 42.354256 18.946663 0.24 -0.38 0.44
O 34.719613 38.193120 22.003847 1.29 -0.06 2.37
C 28.545826 39.632510 25.179545 0.75 -0.35 0.27
H 34.117935 34.038163 26.060702 -0.29 0.45 0.20
H 34.152747 39.816303 19.850282 -0.06 0.26 -0.39
H 30.278042 41.100036 22.590396 -0.05 0.61 0.13
H 32.803249 29.040669 21.288826 0.78 0.08 -0.47
C 26.440742 40.079378 26.107074 -0.38 -0.47 0.28
C 35.125566 34.457684 26.138609 -0.49 -0.62 -0.02
H 30.795181 37.987351 20.010620 0.40 1.09 0.11
H 35.136501 35.100283 28.205391 0.24 0.38 -0.22
C 26.128707 37.629104 22.456586 -0.62 1.93 -1.32
O 32.187816 30.558084 22.442094 0.72 1.05 0.46
C 29.127588 34.309686 25.361420 -0.67 -0.71 0.64
H 29.162110 34.065401 24.295954 0.11 -0.03 -0.08
H 33.881159 29.402187 19.039678 0.15 0.00 -0.07
C 35.630799 34.354252 27.581161 -0.30 0.24 -0.30
H 24.472776 36.591142 23.969707 -0.68 -0.61 0.09
H 31.451391 42.364232 17.839141 -0.07 0.24 -0.02
Hf 34.703526 37.614882 24.308950 -5.80 -10.17 -0.28
H 26.602958 34.274613 26.036434 0.18 -0.18 0.02
H 31.833912 32.675920 20.740843 0.08 -0.64 0.54
H 25.911380 35.612156 28.113559 0.24 -0.11 0.19
H 32.413153 29.929804 18.641898 0.00 -0.01 -0.32
H 30.867050 35.880034 23.683536 0.07 0.18 0.26
H 30.116807 41.039138 25.230442 -0.07 0.43 -0.38
H 28.635546 41.610371 23.219830 0.24 0.19 -0.16
H 35.315688 33.437986 28.080968 0.31 -0.37 -0.47
H 28.596440 35.662939 21.623266 0.17 0.22 -0.36
H 32.228449 37.008930 20.130476 0.13 -0.01 -0.03
H 24.005692 39.227799 23.647856 0.36 -0.33 0.08
C 31.821491 35.680455 23.188585 0.28 -0.67 0.29
H 34.110719 31.328122 20.588710 0.32 -0.81 -0.04
O 35.789693 35.869655 22.957935 0.19 1.06 0.34
H 28.512110 36.654533 23.062525 0.16 0.13 0.17
H 35.569703 38.178490 21.544676 0.07 -0.10 0.00
C 29.377916 40.817724 23.140549 0.11 0.22 0.03
C 26.394780 36.487453 27.674909 0.23 -0.32 -0.29
H 31.557101 31.985355 19.184740 0.10 0.02 -0.13
C 32.720114 38.712477 18.874478 -2.75 -0.50 1.31
H 32.848236 40.375265 17.569446 -0.11 0.35 -0.18
H 31.684042 33.546643 23.367886 -0.06 0.01 -0.12
H 33.452050 38.110115 18.340759 0.15 0.42 -0.18
H 34.184827 30.251836 22.968928 0.12 -0.03 0.14
C 30.642562 41.753235 18.247258 0.62 0.27 -0.79
H 28.589006 37.500965 21.507537 0.09 -0.09 -0.32
C 26.922535 35.190620 25.531289 -0.70 0.59 -0.61
H 28.731563 33.453937 25.917615 -0.03 -0.30 -0.28
H 28.303573 38.727599 24.610421 -0.17 -0.19 0.05
H 32.953555 33.019473 19.516119 0.18 -0.29 -0.57
C 31.699468 37.700672 19.471536 -0.22 -1.13 -0.95
O 28.313320 35.416004 25.626794 0.62 0.91 0.83
H 36.586307 35.345143 23.104902 0.03 0.10 0.54
H 26.407375 37.848277 23.492343 -0.30 -0.43 0.35
H 29.968957 41.528577 17.417594 0.04 -0.47 0.01
H 24.864882 35.592461 22.798205 -0.18 -0.24 -0.24
H 26.654437 37.286907 25.714868 -0.23 0.08 -0.29
C 33.179348 30.944396 20.174718 -1.68 0.07 -0.01
H 24.034145 39.409797 21.871078 -0.56 0.76 0.35
N 24.196239 36.324346 23.019076 0.15 0.43 0.60
H 31.255491 37.098238 18.673560 0.29 -0.11 -0.19
O 32.737349 36.718784 23.470759 4.11 3.02 1.20
C 23.783886 38.741038 22.698794 0.83 -0.26 -1.44
H 31.557076 35.605997 22.129422 0.45 0.47 -0.26
H 34.917315 34.810215 20.013204 -0.04 -0.05 -0.10
N 33.269014 39.358957 20.071064 1.68 0.49 0.42
C 33.413662 31.018625 23.062788 -1.15 -0.73 -0.68
H 32.836788 37.592621 27.017567 0.50 -0.05 0.07
C 32.381146 30.040170 21.125643 0.34 -0.66 1.58
H 31.405934 39.415497 17.210858 0.16 -0.38 -0.04
H 26.821899 39.610253 27.018832 0.34 -0.08 -0.06
H 32.360779 34.329303 24.753693 0.26 0.05 0.00
H 24.252948 37.159147 26.461429 0.38 0.31 0.00
H 31.374396 29.765097 20.802821 -0.05 0.68 -0.55
O 34.397017 35.111038 20.767735 0.37 0.08 -0.03
H 34.065679 38.576971 21.334481 -1.44 0.49 -0.77
H 33.345434 34.073248 23.287957 0.07 0.37 -0.06
H 30.730837 38.616931 23.690322 -0.49 0.03 -0.07
H 28.853857 39.357645 26.193684 -0.13 -0.32 0.09
H 27.444534 36.538603 27.966920 0.04 -0.21 -0.04
C 32.027810 39.804208 18.019988 0.60 -0.15 -0.55
O 26.807411 36.510030 21.942149 -0.09 -0.07 -0.20
H 26.405055 38.555750 21.930787 0.59 -0.04 -0.33
O 31.238440 40.609259 18.852823 -0.48 -0.04 0.91
H 26.748504 35.117122 24.453291 -0.75 -0.17 0.01
C 29.763584 40.288455 24.522777 -0.34 -0.03 -0.87
O 32.886090 37.822028 26.081087 0.94 0.26 -0.65
H 25.807194 40.889258 26.464989 0.20 0.34 -0.49
H 25.808097 39.343890 25.604075 -0.09 -0.02 -0.06
H 24.323537 35.587548 26.297717 -0.11 -0.18 -0.25
O 27.465685 40.520146 25.240236 0.17 0.47 0.09
H 28.942936 40.053377 22.490919 -0.19 -0.36 0.40
H 33.764678 31.931608 22.579466 0.08 0.14 0.10
H 35.384180 35.494821 22.143958 -0.79 0.21 -0.31
```
Forces are in eV/Å.

Output
- total charge = +2
- lowest unoccupied orbital energy (eV) = -8.89

---

Entry 2:
The following is a DFT calculation (ωB97M-V with the def2-TZVPD basis set) of a cluster of 2 separate species, C4H9NO in total.

Geometry as XYZ:
```
15
Properties=species:S:1:pos:R:3:forces:R:3
C -0.880887 2.776365 -0.133473 0.45 1.18 0.04
O 1.108587 -2.434116 0.248634 -0.25 -0.28 0.39
H -0.235915 1.274463 2.581291 -0.63 -0.68 0.39
C 0.533133 -1.313840 -1.792649 -1.33 -0.61 0.51
H 0.190701 0.336397 1.195094 -0.33 -0.02 -0.63
H -0.592718 -2.935719 -0.777728 0.18 -0.40 0.30
H 1.123688 -1.887702 -2.505033 0.28 0.58 -0.34
H -0.324438 3.454296 -0.786579 -0.06 0.15 0.04
H -1.910839 2.518279 -0.401096 -0.02 -0.18 0.01
H 0.911288 -0.338539 -1.495204 0.88 -0.37 0.18
C -0.550033 1.043967 1.565644 1.44 1.96 1.65
H -1.608634 0.830298 1.447539 -0.06 -0.36 0.02
H -0.435336 -1.063511 -2.236960 0.00 -0.46 -0.25
C 0.327853 -2.337614 -0.653980 0.19 1.60 -0.82
N -0.381152 2.399029 0.942647 -0.73 -2.13 -1.48
```
Forces are in eV/Å.

Output
- total charge = +1
- lowest unoccupied orbital energy (alpha / beta) (eV) = -6.04 / -8.74
- multiplicity = 2

---

Entry 3:
The following is a DFT calculation (ωB97M-V with the def2-TZVPD basis set) of a structure of composition C44H33Br2N12O4W.

Geometry as XYZ:
```
96
Properties=species:S:1:pos:R:3:forces:R:3
H -1.820249 -2.665653 -2.219209 0.00 0.00 0.00
C 2.152470 -3.791322 4.346597 0.03 -0.03 -0.04
H -2.966530 0.807164 -1.456588 -0.02 -0.04 0.01
C -5.736459 6.178875 -0.548950 0.17 -0.01 0.03
H 1.602375 -4.509048 3.751077 0.03 0.02 0.01
C 0.716572 0.113764 4.716328 -0.23 -0.09 -0.08
H 2.462557 0.715630 5.838158 0.03 0.01 -0.03
H 3.539246 1.799335 3.874439 0.01 0.00 0.02
C -1.464467 3.181443 2.178139 0.03 0.00 0.02
C -0.940371 -4.765846 0.756686 0.02 0.01 0.00
C -2.304200 2.603727 1.096832 0.13 0.11 -0.06
C -4.444667 3.757042 1.742779 0.00 -0.01 0.04
C -1.819373 -2.555969 0.893406 0.02 0.00 0.07
H 2.411553 1.731273 1.677288 -0.02 0.00 -0.01
C -1.537454 -0.978315 -3.523552 0.00 0.03 -0.04
H 1.210090 -4.844808 0.607878 -0.01 0.00 0.00
C -1.321037 -0.912399 5.518688 0.29 -0.03 0.11
H -1.389853 0.489219 -5.077636 0.00 0.01 -0.01
H 2.268763 -2.131035 1.617959 0.02 -0.02 -0.02
C 1.981675 0.715438 4.868883 0.13 0.09 -0.10
C -1.925375 -2.277283 -3.222801 -0.01 -0.02 -0.03
H -3.814385 4.256971 2.476719 0.01 -0.01 -0.03
N 1.009835 1.666921 -0.488607 0.16 0.14 -0.11
C 1.497485 -3.031397 5.299974 0.15 0.07 0.03
O -1.683046 -0.005435 1.984719 0.06 0.04 0.00
H 2.466346 -2.673726 -0.039795 -0.02 0.02 -0.03
N -0.584997 -2.029960 0.851957 0.11 0.07 -0.15
H 0.437012 -3.164431 5.448675 -0.07 0.03 0.03
H -1.878344 -1.355488 6.334398 0.01 -0.01 0.01
C -2.557915 -2.509695 -5.518666 -0.02 -0.08 0.02
C -4.607522 5.674591 0.097533 -0.12 0.04 -0.02
H -5.099902 2.195560 -0.456691 -0.01 0.00 -0.02
H -0.414540 2.996475 1.966059 -0.02 0.01 0.00
C 2.574443 1.321146 3.791044 -0.04 -0.05 0.12
H -2.948885 -1.096716 4.108491 -0.01 -0.01 -0.03
C -1.688844 -0.521433 -4.829572 0.04 0.00 0.11
N 0.732284 0.772003 2.378096 0.23 -0.09 0.02
N 1.527329 -0.799658 0.161783 0.09 0.07 -0.07
H -1.700383 2.726281 3.142247 0.00 0.00 0.00
C -2.036292 -3.915599 0.848329 0.01 0.04 0.01
N -3.615602 2.859422 0.949002 0.08 0.01 0.01
H -4.234535 8.513811 -2.429350 0.00 0.01 -0.01
C -5.629785 7.218436 -1.476072 0.00 -0.02 0.03
C 0.329436 -4.223199 0.701290 -0.02 0.03 0.05
H -3.046622 -4.297054 0.873458 0.00 -0.01 0.00
C 2.219984 -2.130875 6.082785 -0.29 -0.10 -0.10
H -1.605644 4.259663 2.263863 -0.01 0.00 0.01
C -3.323942 6.166018 -0.146984 0.00 -0.02 0.02
N -2.188864 -1.267827 -5.807038 0.01 0.04 -0.04
C 2.885587 3.349468 -1.655452 0.00 0.03 -0.02
C 0.108115 0.206310 3.455793 0.08 0.28 0.04
O 3.627259 -0.694633 -0.770499 -0.07 -0.01 0.07
H 3.615403 4.009663 -2.104026 0.00 0.01 0.00
C -3.009823 1.462411 -0.610186 0.01 0.13 -0.13
N -6.462606 4.609006 0.735641 -0.02 -0.15 0.07
O -0.592733 1.055893 -2.728751 0.01 0.01 -0.07
C -4.368959 7.709555 -1.719726 0.01 0.01 -0.01
H -5.218028 3.189523 2.258587 0.01 0.03 0.00
C -4.075696 2.139585 -0.132507 -0.01 -0.08 -0.07
C 1.626948 3.817470 -1.309275 0.00 0.01 -0.01
C 2.225391 1.212124 -0.851939 0.04 0.19 0.18
W -0.272754 0.183386 0.499512 -0.75 -0.63 -0.07
H -2.962385 -3.104862 -6.328699 0.00 0.00 0.00
C 0.471803 -2.843562 0.737747 -0.06 -0.03 0.01
N -6.840529 5.477299 -0.107066 -0.09 0.05 -0.06
H 4.141637 1.575318 -1.669309 0.01 -0.01 0.00
C 3.598513 -2.038065 5.945239 -0.07 0.01 -0.01
C -0.018062 -0.540520 5.738285 0.01 -0.06 -0.03
H 1.338787 4.843080 -1.488046 0.00 0.01 -0.01
N -1.892705 1.761246 0.152962 -0.14 -0.30 0.27
Br 4.398895 -4.673770 2.849219 -0.04 0.07 0.02
N -5.113446 4.698154 0.906302 0.01 0.11 -0.02
C -2.442344 -3.048843 -4.243428 0.01 0.01 0.00
H 4.155847 -1.389384 6.607760 0.01 0.02 0.02
C 0.715730 2.952811 -0.740298 -0.01 -0.14 -0.07
C -3.234999 7.188764 -1.063955 0.03 0.02 -0.02
C 1.784424 -2.149282 0.630274 0.01 0.01 0.04
N 1.610228 -1.397748 7.159829 0.06 0.06 0.17
H -2.265372 7.611527 -1.291208 0.01 0.00 0.00
C 3.188829 2.020443 -1.421991 -0.15 -0.08 -0.09
H -2.446764 5.776012 0.352917 0.01 0.00 0.00
C -1.219037 -0.225028 3.210677 0.08 -0.12 0.17
H -0.287044 3.269891 -0.505882 0.01 0.01 0.01
C 1.930487 1.304615 2.547522 -0.11 -0.12 -0.01
C 4.252278 -2.775142 4.969385 0.01 -0.02 -0.03
H -2.632250 -1.847354 0.965700 0.01 -0.02 0.00
O -0.999671 -0.595674 -1.273370 0.16 0.29 0.27
H -6.506034 7.610011 -1.972499 -0.01 0.00 -0.01
C 2.542124 -0.209995 -0.497222 0.13 0.06 -0.02
C -1.924341 -0.782660 4.255861 -0.08 0.19 -0.25
C -0.981435 -0.067535 -2.473465 0.00 -0.03 -0.13
H 5.323363 -2.695283 4.846917 0.00 0.01 0.00
N 0.574703 -0.732910 7.030211 0.02 -0.10 0.04
C 3.522151 -3.642753 4.172766 -0.05 -0.01 -0.04
Br -2.996259 -4.825064 -3.918369 0.01 0.02 0.01
H -1.079364 -5.837588 0.711272 0.00 -0.01 0.00
```
Forces are in eV/Å.

Output
- total charge = +1
- lowest unoccupied orbital energy (alpha / beta) (eV) = -3.22 / -3.65
- multiplicity = 3

---

no.,largest force on an atom (hartree/bohr)
1,0.2278
2,0.0573
3,0.0191